No. 1
C4H8N2O2 | the ωB97M-V functional and the def2-TZVPD basis

* spin multiplicity: 1
* SMILES: C=COC(=C)N(N)O
* Kohn-Sham gap: 8.684 eV
* lowest unoccupied orbital energy: 0.4410 eV
* strongest force on any atom: 0.1517 hartree/bohr

Positions of all 16 atoms, in Å:
O1 1.247973 0.686860 -0.089533
O2 -1.024695 -0.772272 -1.223935
N1 -1.024485 -2.051403 0.695591
N2 -0.493476 -0.942936 0.046449
C1 1.717087 -1.296797 1.035014
C2 0.221614 1.583490 -0.345870
C3 -0.485992 2.607467 -0.849488
C4 0.852449 -0.594744 0.288710
H1 -1.494463 0.075709 -1.123566
H2 2.694458 -0.892978 1.274267
H3 -1.488494 2.461994 -1.239567
H4 1.099685 2.262681 -0.141502
H5 -1.833260 -1.762320 1.242067
H6 -0.093348 3.614572 -0.965104
H7 1.470311 -2.281791 1.412155
H8 -1.365363 -2.697533 -0.015688

Cartesian forces, eV/Å:
-2.697 -4.119 -0.215
0.119 0.909 -0.419
-0.041 -0.211 -0.038
0.300 0.699 1.396
-0.324 -0.062 -0.442
6.033 4.912 0.544
-2.575 -1.823 -0.943
0.490 -1.517 0.494
-0.025 -0.435 -0.474
-0.276 0.172 0.011
-0.347 0.172 -0.112
-1.070 1.401 0.000
0.120 0.075 -0.133
0.023 -0.307 0.453
-0.052 0.155 -0.257
0.320 -0.019 0.134

No. 2
C12H17N | the ωB97M-V functional and the def2-TZVPD basis

* spin multiplicity: 1
* SMILES: CCc1c[nH]c2ccccc12.CC
* Kohn-Sham gap: 9.105 eV
* lowest unoccupied orbital energy: 0.9361 eV
* strongest force on any atom: 0.0496 hartree/bohr

Positions of all 30 atoms, in Å:
N1 -1.055564 1.026633 1.564051
C1 -0.238700 -0.939590 0.599960
C2 -1.737954 -2.352864 -0.612608
C3 0.351511 1.008236 1.617807
C4 3.005495 -0.261884 2.293547
C5 0.183506 2.081122 -2.074903
C6 2.307066 -0.462109 0.916631
C7 -2.689939 -0.747689 0.835734
C8 -1.383396 -0.227734 1.027529
C9 -2.899972 -1.805705 -0.030998
C10 -0.586045 1.243005 -3.126804
C11 -0.463621 -2.045848 -0.234751
C12 0.884384 -0.034967 0.953433
H1 -1.855827 -3.177473 -1.296799
H2 0.439666 -2.530416 -0.571121
H3 3.685062 0.643668 2.194021
H4 0.783897 1.600756 2.429033
H5 -1.555068 1.849361 1.282980
H6 -0.227089 1.525740 -4.119557
H7 2.964084 -0.088717 0.148251
H8 0.752980 1.562796 -1.285838
H9 -3.841533 -2.280480 -0.296918
H10 -0.491265 0.169756 -3.067299
H11 -3.484055 -0.147968 1.296999
H12 2.351671 -1.545701 0.838357
H13 3.576156 -1.137585 2.712107
H14 2.352319 0.096916 3.059818
H15 -1.621864 1.537205 -2.927807
H16 -0.448259 2.770599 -1.508539
H17 0.942353 2.670937 -2.616316

Cartesian forces, eV/Å:
0.747 -2.197 0.472
-0.966 2.359 -0.061
-0.463 -1.459 0.022
-0.269 0.983 0.532
1.840 1.533 -0.209
1.276 0.026 0.034
0.667 -1.373 2.009
-0.225 1.419 -0.026
-1.162 -0.480 -0.977
1.325 0.208 0.089
-0.050 0.928 0.820
1.215 1.133 0.586
-0.316 -1.579 0.178
-0.107 -0.180 -0.167
-0.205 -0.462 -0.521
-0.214 -1.265 0.207
0.322 0.363 -1.028
-0.203 0.138 0.241
-0.511 0.068 0.037
-0.226 0.467 -0.485
-0.337 -0.347 -0.479
-0.023 0.530 0.308
0.070 -0.293 0.406
-0.025 -0.537 -0.236
-0.375 -0.203 -0.667
-0.503 0.883 -0.749
-0.803 -0.267 0.474
-0.075 -0.476 -0.861
-0.119 0.010 -0.353
-0.283 0.069 0.403